C29H54N6O2P2S2SbW as an isolated structure at a distorted geometry. Source: the Open Molecules 2025 dataset; level of theory: ωB97M-V/def2-TZVPD.

XYZ file:
```
97
Properties=species:S:1:pos:R:3:forces:R:3
W -0.383330 -0.095667 1.123598 0.69 0.20 -1.38
C -4.725164 -2.936784 0.489579 -0.14 0.02 0.08
N -3.625405 -2.211043 -0.114187 0.13 -0.05 0.02
C -3.438750 -1.961671 -1.457183 0.07 0.12 -0.14
C -2.290564 -1.241155 -1.567181 0.01 -0.01 -0.08
N -1.767919 -1.061067 -0.308388 -0.24 -0.24 0.12
C -2.602000 -1.649617 0.549483 0.04 0.00 -0.09
P -2.161663 -1.387247 2.309519 -0.77 -0.72 0.48
C -3.025496 0.449552 1.936065 -0.33 0.28 0.02
N -2.036388 1.203316 1.427625 -0.50 0.05 0.32
C -2.540619 2.453608 1.140298 -0.03 0.24 -0.03
C -3.853007 2.463228 1.485821 0.09 0.09 -0.05
N -4.141023 1.203521 1.976128 0.21 0.02 0.01
C -5.422876 0.749014 2.471938 -0.12 0.05 0.06
C -0.680957 -2.779180 1.996791 0.14 -0.21 0.06
N 0.396888 -2.037364 1.685709 -0.22 -0.20 0.07
C 1.507502 -2.849999 1.744334 0.16 0.00 0.04
C 1.102793 -4.099021 2.086398 0.17 0.03 -0.05
N -0.268749 -4.038151 2.236688 0.06 0.20 -0.02
C -1.152016 -5.136988 2.564159 -0.07 -0.13 -0.02
H -5.163399 -3.606505 -0.245605 0.04 -0.02 0.00
H -5.494717 -2.250966 0.844867 0.01 0.01 -0.03
H -4.356991 -3.515500 1.333797 0.01 0.00 -0.02
H -4.123063 -2.307044 -2.212447 -0.01 -0.03 0.05
H -1.825006 -0.861456 -2.459071 0.00 0.00 0.01
H -1.945283 3.251266 0.723199 0.01 -0.05 0.00
H -4.589362 3.246241 1.422555 0.00 -0.02 0.02
H -5.736074 1.344905 3.328817 0.02 -0.02 0.01
H -5.316987 -0.288004 2.781732 0.00 0.01 0.01
H -6.187500 0.824811 1.699058 0.04 -0.02 -0.03
H 2.507061 -2.493318 1.563129 -0.02 -0.01 -0.04
H 1.665836 -5.004510 2.237859 -0.02 0.01 0.01
H -0.657363 -5.828024 3.243263 0.01 0.04 0.04
H -1.448446 -5.682211 1.667257 0.03 0.02 0.00
H -2.042144 -4.734638 3.043624 0.02 0.00 0.02
C 3.811659 4.600454 1.200233 -0.30 -0.12 0.00
C 3.390101 3.206925 1.630064 0.35 -0.03 0.01
C 4.465252 2.171053 1.367435 -0.18 -0.01 -0.02
O 2.146408 2.707573 1.021470 0.10 0.23 -0.35
P 1.340429 3.252270 -0.235650 0.20 0.21 0.45
S 0.304546 4.857348 0.060248 0.23 -0.60 -0.35
S 0.180492 1.481548 -0.666205 0.28 0.35 -0.09
O 2.435242 3.218329 -1.382436 -0.29 -0.08 0.33
C 2.376150 3.628744 -2.787204 0.08 0.30 -0.42
C 3.278375 4.835523 -2.956891 -0.02 -0.04 0.12
C 0.978102 3.901267 -3.320308 0.04 -0.07 0.32
H 4.671576 4.900891 1.798799 0.00 -0.05 0.02
H 3.013723 5.324409 1.358242 0.01 0.02 -0.02
H 4.104814 4.608709 0.153648 0.01 0.05 -0.11
H 3.151646 3.223920 2.695425 0.11 -0.03 -0.14
H 4.725006 2.156082 0.308155 0.00 -0.03 -0.01
H 4.117910 1.178846 1.663118 0.05 0.01 -0.02
H 5.358287 2.411905 1.943987 0.02 0.00 0.00
H 2.813397 2.783025 -3.320906 -0.05 -0.08 0.12
H 2.858166 5.697975 -2.437031 0.01 -0.01 0.01
H 3.358038 5.075741 -4.017114 0.00 0.02 -0.01
H 4.279778 4.639654 -2.573488 -0.02 -0.02 0.00
H 0.595613 4.838310 -2.921307 -0.07 0.01 0.00
H 0.283581 3.102099 -3.060559 -0.03 -0.03 -0.06
H 1.017152 3.976794 -4.406441 0.08 -0.02 0.00
C 3.286764 -0.628284 -1.633093 -0.05 0.00 0.00
C 1.758454 -0.729467 -1.575447 -0.08 -0.23 0.01
C 1.363826 -2.212298 -1.476332 0.08 0.15 -0.05
C 1.208334 -0.192106 -2.899456 -0.01 0.06 0.10
C 1.279815 0.075945 -0.323276 0.11 0.08 -0.58
H 3.675407 -1.196567 -2.480459 0.02 -0.01 0.02
H 3.738279 -1.029294 -0.722000 0.02 0.02 0.00
H 3.599443 0.413030 -1.745983 0.02 0.01 0.01
H 1.537746 -2.707405 -2.434596 0.01 0.01 0.02
H 0.312860 -2.323126 -1.214953 -0.03 -0.06 0.00
H 1.964036 -2.725748 -0.729813 -0.05 -0.06 0.06
H 1.600159 -0.786231 -3.726568 -0.01 -0.01 0.02
H 1.501400 0.845855 -3.061719 -0.01 0.04 -0.01
H 0.120464 -0.243794 -2.933871 -0.02 0.02 -0.05
H 2.155018 0.504597 0.166027 -0.02 -0.08 0.18
C -0.363896 -0.971625 5.408889 0.00 0.11 -0.06
C -0.639747 0.460167 4.951604 0.18 -0.05 -0.21
Sb 0.645215 1.062073 3.314317 0.15 0.71 1.68
C 0.533707 3.217396 3.552726 -0.09 -0.29 -0.02
C 0.015594 3.685693 4.907211 0.07 -0.05 -0.13
C 2.501759 0.667722 4.355849 -0.10 -0.05 -0.41
C 3.098624 -0.696032 4.019880 0.02 0.12 0.09
H -1.115263 -1.286865 6.134436 0.03 -0.04 0.01
H 0.614261 -1.050575 5.886862 -0.01 -0.03 0.00
H -0.392699 -1.675334 4.576018 -0.01 -0.06 -0.01
H -0.477144 1.154940 5.775252 -0.05 0.07 -0.05
H -1.666489 0.571706 4.597526 0.00 0.02 0.03
H -0.096523 3.588042 2.744585 0.05 0.01 -0.04
H 1.542853 3.591129 3.378058 -0.25 0.01 0.03
H -1.016409 3.375544 5.070160 0.01 0.00 0.05
H 0.047843 4.775731 4.947378 -0.03 0.00 0.05
H 0.627418 3.304726 5.726573 -0.05 0.01 0.05
H 2.266254 0.748649 5.417414 -0.03 0.05 -0.01
H 3.196962 1.469830 4.102546 -0.01 -0.01 0.06
H 2.395629 -1.504360 4.223233 0.02 -0.02 -0.04
H 3.997510 -0.875898 4.612561 0.01 -0.03 -0.03
H 3.375377 -0.748397 2.965449 0.00 -0.05 0.00
```
Forces are in eV/Å.

Frontier orbital gap (alpha / beta) ... 8.2 / 6.9 eV
Net charge ... +1
Relative energy (zero: lowest compared OMol25 entry of this formula, charge and spin) ... 0.0000 eV
2S+1 ... 3
LUMO energy (alpha / beta) ... -1.644 / -2.908 eV

These are the Mulliken partial charges, in e, on atoms 1 to 8: atom 1 (W): 1.479, atom 2 (C): -0.805, atom 3 (N): 0.180, atom 4 (C): -1.161, atom 5 (C): -0.516, atom 6 (N): 0.599, atom 7 (C): -0.146, atom 8 (P): -0.450


C8H6 as an isolated structure at a distorted geometry. Source: the Open Molecules 2025 dataset; level of theory: ωB97M-V/def2-TZVPD.

XYZ file:
```
14
Properties=species:S:1:pos:R:3:forces:R:3
C -2.127831 0.071891 0.406446 -0.81 0.64 -1.21
C -2.710181 -0.948063 -0.172852 0.49 0.51 1.70
C 0.583481 -1.476645 0.741904 -2.02 -1.97 1.41
C 1.708011 -1.015500 0.310762 1.47 0.08 -0.87
C -0.838328 0.702453 0.806635 -0.81 1.79 1.53
C 1.229643 0.050217 -0.634800 2.34 2.21 -3.15
C -1.366845 -0.746183 -0.842755 0.44 -0.02 0.52
C -0.128261 -0.269020 -0.115545 -0.67 -1.90 1.67
H 0.154843 -2.359344 1.410545 0.92 2.33 -1.62
H -0.548686 1.722022 0.422031 -1.13 -0.77 0.19
H -0.826116 0.802857 1.942160 0.81 -0.72 -1.41
H 1.738637 1.084829 -0.673152 -1.20 -1.05 1.50
H 1.374627 -0.005212 -1.772269 -0.45 -1.37 1.36
H -1.532893 -0.902423 -1.863639 0.61 0.23 -1.63
```
Forces are in eV/Å.

Frontier orbital gap (alpha / beta) ... 8.4 / 6.9 eV
Relative energy (zero: lowest compared OMol25 entry of this formula, charge and spin) ... 7.3089 eV
LUMO energy (alpha / beta) ... -0.238 / -0.564 eV

These are the Mulliken partial charges, in e, on atoms 1 to 8: atom 1 (C): 0.236, atom 2 (C): -0.612, atom 3 (C): -0.615, atom 4 (C): -0.228, atom 5 (C): -0.777, atom 6 (C): -0.720, atom 7 (C): -0.763, atom 8 (C): 1.707


C21H17N6O2S3Zr as an isolated structure. Source: the Open Molecules 2025 dataset; level of theory: ωB97M-V/def2-TZVPD.

XYZ file:
```
50
Properties=species:S:1:pos:R:3:forces:R:3
Zr 0.201673 0.238918 -0.945727 -0.62 0.04 -0.22
N 2.296594 2.454937 -4.059607 -0.17 0.23 0.05
C 1.368128 1.668154 -3.517648 0.17 -0.16 -0.31
S 0.104632 2.391210 -2.536346 0.22 -0.33 -0.03
N 1.481693 0.381352 -3.813657 -0.41 -0.02 0.38
N 0.617670 -0.345907 -3.061657 0.34 -0.03 -0.39
C 0.358538 -1.555923 -3.377070 -0.32 -0.43 0.14
C -0.638010 -2.263741 -2.545386 0.34 0.31 -0.33
C -1.003364 -3.567675 -2.777833 -0.14 -0.27 -0.01
C -1.976144 -4.140667 -1.964297 0.08 -0.10 -0.13
C -2.541364 -3.395079 -0.948888 -0.05 0.09 0.10
C -2.107756 -2.092807 -0.764470 0.03 -0.02 -0.09
N -1.186761 -1.534050 -1.551510 0.06 -0.04 0.08
H 2.249503 3.451786 -3.960598 0.01 0.04 0.01
H 3.028870 2.034055 -4.606944 0.00 0.00 -0.03
H 0.826709 -2.023911 -4.236395 -0.07 -0.02 -0.04
H -0.535795 -4.127161 -3.576168 -0.01 0.00 0.01
H -2.281241 -5.166267 -2.126854 0.00 0.02 0.00
H -3.295480 -3.804902 -0.293095 0.00 -0.02 -0.02
H -2.490989 -1.472768 0.034023 -0.03 0.01 0.02
O 2.319316 0.484634 -0.964722 0.41 0.24 0.06
C 2.148108 0.903621 0.226885 0.12 -0.03 0.11
O 1.097284 1.602141 0.425881 0.25 0.01 0.60
C 2.827325 0.216906 1.346911 -0.03 0.14 -0.12
C 3.824691 0.742033 2.148599 0.06 -0.09 0.03
C 4.333885 -0.036494 3.177932 -0.03 -0.02 -0.01
C 3.825715 -1.311100 3.394495 0.00 -0.02 -0.01
C 2.811185 -1.823224 2.597067 0.05 -0.01 0.06
C 2.295118 -1.062750 1.554896 -0.13 -0.11 -0.03
S 0.942104 -1.709546 0.571401 -0.04 0.36 0.06
H 4.205296 1.738847 1.966923 -0.02 -0.01 0.00
H 5.122182 0.348127 3.810907 -0.02 0.00 -0.02
H 4.220316 -1.917638 4.199257 0.00 0.01 -0.01
H 2.413272 -2.812642 2.785241 0.01 0.03 -0.02
N -2.962971 1.458258 -2.002122 0.01 -0.09 -0.14
C -2.721918 1.615334 -0.690367 0.26 -0.18 0.06
N -1.734903 1.018651 -0.025904 -0.34 0.51 0.45
C -1.839122 1.344752 1.368098 0.21 -0.14 -0.41
C -1.059829 0.841129 2.400980 0.10 -0.05 0.04
C -1.303997 1.276697 3.691052 -0.01 0.01 0.03
C -2.311668 2.199346 3.971455 0.01 -0.01 -0.03
C -3.111658 2.686656 2.954730 0.06 -0.06 0.06
C -2.854259 2.239905 1.666893 -0.32 0.08 0.06
S -3.760508 2.625905 0.233479 -0.14 0.12 0.03
H -2.185340 1.227761 -2.605863 0.08 -0.01 -0.03
H -3.647413 2.058470 -2.432883 -0.04 0.02 0.04
H -0.281986 0.114645 2.215272 0.02 0.00 -0.05
H -0.696139 0.886641 4.496643 -0.01 0.01 0.00
H -2.479065 2.527925 4.988027 0.01 -0.01 -0.01
H -3.912124 3.385457 3.158960 0.01 -0.02 -0.03
```
Forces are in eV/Å.

Frontier orbital gap ... 6.7 eV
Net charge ... +1
LUMO energy ... -4.145 eV

These are the Mulliken partial charges, in e, on atoms 1 to 8: atom 1 (Zr): 0.139, atom 2 (N): -0.391, atom 3 (C): 0.957, atom 4 (S): -0.430, atom 5 (N): -1.663, atom 6 (N): 0.868, atom 7 (C): -0.585, atom 8 (C): 0.935


no.,E (eV)
1,-92592.155
2,-8381.926
3,-68874.676